# C9H9Br2IN5O4S

2 unconnected molecules or ions with the total composition C9H9Br2IN5O4S in a non-equilibrium geometry (ωB97M-V/def2-TZVPD, the Open Molecules 2025 dataset).

Its total charge is +1. The calculation puts the HOMO energy at -12.52 eV.

Structure (XYZ):
```
31
C9H9Br2IN5O4S ωB97M-V/def2-TZVPD
I -3.850 4.459 2.456
Br -0.030 3.181 -1.551
Br -0.672 -0.325 1.352
S -6.195 -1.267 1.223
O 4.729 -2.367 -1.054
O 2.892 -2.114 0.174
O -2.509 -0.114 -1.750
O 3.342 -0.651 -1.479
N -2.483 3.459 1.313
N -2.106 1.741 -0.269
N -4.167 2.052 0.420
N -2.928 0.835 -0.894
N -5.273 0.341 -0.823
C 1.572 0.986 0.098
C 3.427 -3.399 0.529
C -5.718 -0.350 0.092
C -4.150 1.063 -0.446
C 3.630 -1.620 -0.848
C -2.896 2.477 0.529
C 0.095 0.979 0.208
C -0.710 1.826 -0.425
C 4.854 -3.296 0.031
H -1.505 3.702 1.333
H 2.856 -4.170 0.009
H 5.257 -4.241 -0.321
H 5.529 -2.875 0.777
H 1.936 1.970 0.386
H 1.893 0.727 -0.907
H -2.074 0.327 -2.502
H 1.999 0.258 0.775
H 3.353 -3.561 1.600
```

natural (NBO) atomic charge list, values in e, 6 entries:
1 I 0.470
2 Br 0.133
3 Br 0.123
4 S 0.267
5 O -0.472
6 O -0.504